A molecular structure, C4H10O2, computed with ωB97M-V/def2-TZVPD.

Its frontier orbital gap is 9.04 eV. Its spin multiplicity is 1. The charge is 0. The relative energy (zero: lowest compared OMol25 entry of this formula, charge and spin) comes out at 3.973 eV. For the calculated total energy, the calculation gives -8401.5736 eV. For the HOMO energy, the calculation gives -0.3067 Ha.

Geometry as XYZ:
```
16
Properties=species:S:1:pos:R:3:forces:R:3
O 1.3469 1.0595 -1.7773 -0.98 1.18 1.06
O -1.1658 -0.1739 1.9105 0.08 0.28 0.02
C 0.0122 1.0695 -0.5693 4.42 0.13 -3.71
C -1.5285 -0.1188 0.5605 1.13 -2.23 -0.87
C 0.0093 -0.3510 -0.5798 -4.17 0.16 3.08
C 1.0311 -1.1436 0.1818 -0.05 0.00 0.03
H 1.5425 -0.5395 0.9332 -0.04 0.02 -0.04
H 2.2043 1.0278 -1.3261 -0.36 0.17 0.09
H -0.3763 -0.8154 -1.4829 0.02 0.18 0.08
H -0.8841 0.7024 2.2023 -0.07 -0.19 -0.05
H -2.2351 0.6849 0.3437 0.44 0.23 -0.29
H 0.4304 1.5821 0.2912 -0.25 0.00 0.05
H -2.0087 -1.0595 0.2959 -0.24 0.01 0.33
H 1.7784 -1.5370 -0.5094 -0.03 0.03 0.05
H 0.5581 -1.9809 0.7037 0.09 0.04 -0.09
H -0.7149 1.5934 -1.1780 0.02 -0.01 0.26
```
Forces are in eV/Å.